1.
Computed, not measured: 2 unconnected molecules or ions with the total composition C2H3O2, with ωB97M-V/def2-TZVPD.

The geometry in XYZ format:
```
7
Properties=species:S:1:pos:R:3
C 1.025 0.181 -0.447
C -2.350 -0.383 -0.293
O -2.777 0.382 0.406
O 0.038 -0.326 0.074
H 1.963 -0.116 0.043
H 1.059 0.948 -1.165
H -2.391 -1.268 -0.982
```

The value obtained for the highest occupied orbital energy is -15.6 eV. As for the gap between HOMO and LUMO: 8.95 eV. The total charge is +1. Its energy above the lowest of the compared OMol25 structures with the same formula, charge and spin is 91.2 kJ/mol. The value obtained for the LUMO energy is -6.6 eV. As for the largest force on an atom: 3.41 eV/Å.

=====

2.
Computed, not measured: a single C5H7NO4 molecule, with ωB97M-V/def2-TZVPD.

The geometry in XYZ format:
```
17
Properties=species:S:1:pos:R:3
N -1.562 -0.302 -1.365
C -1.091 -0.629 -0.059
O -0.052 -1.608 0.014
C 1.269 -1.289 -0.454
C 1.820 0.004 0.236
O 2.970 0.363 0.121
C 0.813 0.919 0.847
O 1.297 1.997 1.447
C -0.503 0.641 0.637
O -1.554 1.479 0.995
H -2.170 -1.061 -1.612
H -0.858 -0.031 -2.022
H -1.804 -1.041 0.525
H 1.091 -1.167 -1.494
H 1.919 -2.041 -0.235
H 0.618 2.151 2.140
H -2.202 1.617 0.279
```

The value obtained for the highest occupied orbital energy is -9.0 eV. As for the gap between HOMO and LUMO: 9.48 eV. Its energy above the lowest of the compared OMol25 structures with the same formula, charge and spin is 145.8 kJ/mol. The value obtained for the LUMO energy is 0.5 eV. As for the largest force on an atom: 6.25 eV/Å. The SMILES is N[C@H]1OCC(=O)C(O)=C1O.